Record 1
ORCA calculation (wB97M-V/def2-TZVPD) on a structure of composition C28H40N7O4SSn.

Each line ends with the Löwdin charge.
CARTESIAN COORDINATES (ANGSTROEM)
Sn (0.76, -1.30, -0.36)  1.450
C (3.02, -4.32, 0.58)  -0.194
C (3.81, -3.04, 0.89)  -0.195
N (2.96, -1.95, 1.40)  -0.144
C (2.61, -2.04, 2.82)  -0.263
C (1.52, -3.05, 3.18)  -0.419
S (0.04, -3.07, 2.12)  0.821
C (0.05, -4.77, 1.44)  -0.429
C (0.72, -4.98, 0.07)  -0.267
N (1.82, -4.06, -0.21)  -0.140
H (2.73, -4.79, 1.52)  0.098
H (3.70, -5.02, 0.09)  0.129
H (4.29, -2.68, -0.02)  0.105
H (4.60, -3.29, 1.61)  0.124
H (3.48, -1.08, 1.28)  0.110
H (2.27, -1.04, 3.13)  0.107
H (3.49, -2.29, 3.42)  0.124
H (1.16, -2.81, 4.18)  0.078
H (1.91, -4.07, 3.22)  0.065
H (-1.00, -5.04, 1.37)  0.074
H (0.49, -5.40, 2.21)  0.076
H (-0.02, -4.85, -0.71)  0.102
H (1.05, -6.03, 0.03)  0.125
H (2.04, -4.14, -1.20)  0.103
C (-2.42, -2.10, -3.69)  -0.004
C (-2.15, -1.53, -2.30)  -0.514
C (-3.43, -1.36, -1.49)  0.001
O (-1.24, -2.40, -1.58)  -0.166
C (-1.48, -0.14, -2.41)  -0.592
O (-1.88, 0.66, -3.23)  0.090
O (-0.53, 0.08, -1.55)  -0.272
H (-3.07, -2.98, -3.62)  0.092
H (-1.49, -2.37, -4.17)  0.097
H (-2.92, -1.34, -4.29)  0.096
H (-3.94, -2.33, -1.39)  0.092
H (-4.10, -0.67, -2.00)  0.103
H (-3.20, -0.97, -0.50)  0.094
H (-1.67, -3.26, -1.53)  0.102
N (1.56, 1.63, -2.55)  0.144
C (2.56, 0.75, -2.81)  -0.369
C (3.66, 1.11, -3.61)  -0.009
C (4.64, 0.19, -3.88)  -0.054
C (4.52, -1.11, -3.36)  -0.070
C (3.43, -1.37, -2.57)  -0.171
N (2.48, -0.47, -2.26)  0.006
H (1.52, 2.44, -3.15)  0.110
H (0.65, 1.21, -2.35)  0.050
H (3.71, 2.11, -4.02)  0.117
H (5.49, 0.45, -4.49)  0.116
H (5.25, -1.87, -3.58)  0.106
H (3.28, -2.36, -2.15)  0.083
C (-5.81, 2.76, 0.68)  -0.048
C (-4.54, 3.54, 0.88)  -0.276
C (-4.40, 4.45, 1.93)  -0.037
C (-3.22, 5.15, 2.12)  -0.024
C (-2.14, 4.95, 1.27)  -0.260
N (-0.96, 5.71, 1.51)  0.139
C (0.33, 5.50, 1.11)  -0.522
O (1.12, 6.41, 0.96)  0.088
N (0.74, 4.18, 0.89)  0.142
C (0.37, 3.00, 1.52)  -0.217
C (-0.31, 2.93, 2.74)  0.019
C (-0.63, 1.69, 3.26)  -0.026
C (-0.29, 0.55, 2.56)  -0.149
N (0.38, 0.61, 1.41)  -0.043
C (0.71, 1.80, 0.91)  -0.083
C (-2.28, 4.08, 0.20)  -0.019
C (-3.46, 3.37, 0.02)  -0.029
H (-6.60, 3.14, 1.32)  0.076
H (-5.66, 1.71, 0.90)  0.080
H (-6.14, 2.84, -0.36)  0.083
H (-5.23, 4.62, 2.60)  0.114
H (-3.14, 5.85, 2.94)  0.117
H (-1.12, 6.66, 1.81)  0.157
H (1.54, 4.13, 0.29)  0.153
H (-0.56, 3.84, 3.27)  0.125
H (-1.15, 1.62, 4.20)  0.116
H (-0.56, -0.44, 2.92)  0.078
H (1.27, 1.80, -0.02)  0.095
H (-1.48, 3.96, -0.53)  0.116
H (-3.54, 2.70, -0.82)  0.116

The value obtained for the maximum force is 0.0077 hartree/bohr. For the electronic energy, the calculation gives -2387.60541 a.u. The charge is +1. The energy above the lowest of the compared OMol25 structures with the same formula, charge and spin comes out at 4.0 kcal/mol.

Record 2
ORCA calculation (wB97M-V/def2-TZVPD) on a structure of composition C17H14F5N7OReS2 in a non-equilibrium geometry.

Each line ends with the Löwdin charge.
CARTESIAN COORDINATES (ANGSTROEM)
Re (-0.27, 0.31, -0.57)  1.523
N (-0.54, -2.83, -3.69)  0.148
C (-0.56, -2.03, -2.64)  -0.761
S (-0.30, -0.32, -2.91)  0.689
N (-0.81, -2.50, -1.43)  0.015
N (-0.76, -1.71, -0.41)  -0.182
C (-1.16, -2.10, 0.77)  0.014
C (-1.03, -1.17, 1.86)  -0.221
C (-1.43, -1.43, 3.18)  0.049
C (-1.19, -0.46, 4.15)  0.012
C (-0.56, 0.72, 3.79)  0.008
C (-0.22, 0.92, 2.46)  -0.078
N (-0.46, 0.01, 1.53)  -0.059
H (-0.37, -2.45, -4.61)  0.119
H (-0.74, -3.81, -3.60)  0.139
H (-1.57, -3.10, 0.91)  0.159
H (-1.93, -2.35, 3.43)  0.136
H (-1.50, -0.63, 5.17)  0.135
H (-0.34, 1.48, 4.52)  0.129
H (0.23, 1.85, 2.15)  0.130
C (4.48, -3.48, -1.18)  -0.077
C (3.87, -2.84, 0.07)  -0.224
C (3.32, -1.51, -0.22)  -0.547
N (2.08, -1.21, -0.21)  0.005
N (1.80, 0.07, -0.54)  -0.244
C (2.89, 0.79, -0.81)  -0.635
N (2.86, 2.08, -1.15)  0.153
S (4.34, -0.14, -0.67)  1.195
H (4.85, -4.47, -0.92)  0.088
H (5.32, -2.89, -1.55)  0.074
H (3.74, -3.59, -1.96)  0.083
H (4.64, -2.77, 0.84)  0.125
H (3.06, -3.47, 0.45)  0.124
H (1.99, 2.55, -1.36)  0.106
H (3.71, 2.56, -1.38)  0.130
F (-4.02, 5.90, -0.25)  0.169
C (-3.58, 4.66, -0.27)  -0.124
C (-2.23, 4.40, -0.54)  -0.142
F (-1.37, 5.38, -0.75)  0.154
C (-1.81, 3.08, -0.56)  -0.098
F (-0.49, 2.72, -0.76)  -0.027
C (-2.67, 1.97, -0.37)  -0.283
O (-2.23, 0.77, -0.48)  -0.185
C (-4.02, 2.28, -0.06)  -0.119
F (-4.84, 1.28, 0.23)  0.146
C (-4.46, 3.60, 0.00)  -0.121
F (-5.71, 3.88, 0.33)  0.172

The value obtained for the maximum force is 0.0693 hartree/bohr. For the electronic energy, the calculation gives -2488.14970 a.u. Its multiplicity is 4. The charge is +2. The energy above the lowest of the compared OMol25 structures with the same formula, charge and spin comes out at 6.3 kcal/mol.

Record 3
ORCA calculation (wB97M-V/def2-TZVPD) on a cluster of 5 separate species, C34H39NO15 in total in a non-equilibrium geometry.

Each line ends with the Löwdin charge.
CARTESIAN COORDINATES (ANGSTROEM)
C (2.33, -1.33, 2.40)  0.027
C (1.35, -0.57, 1.57)  -0.476
O (1.31, 0.62, 1.58)  0.140
N (0.41, -1.35, 0.74)  -0.044
C (0.59, -0.81, -0.63)  -0.066
C (-0.91, -1.10, 1.26)  -0.201
C (-1.14, -1.36, 2.62)  0.007
C (-2.37, -1.14, 3.21)  0.020
C (-3.40, -0.64, 2.43)  -0.089
C (-3.19, -0.39, 1.08)  -0.075
C (-1.95, -0.62, 0.48)  0.062
C (-4.32, 0.16, 0.29)  -0.297
O (-4.57, -0.21, -0.83)  0.139
C (-5.13, 1.16, 1.03)  -0.090
C (-5.62, 2.29, 0.39)  -0.004
C (-6.33, 3.20, 1.15)  -0.048
C (-6.59, 2.98, 2.50)  -0.014
C (-6.11, 1.84, 3.15)  -0.177
C (-6.40, 1.60, 4.61)  -0.028
C (-5.36, 0.92, 2.40)  -0.037
C (-4.75, -0.31, 2.98)  -0.291
O (-5.29, -0.99, 3.82)  0.132
H (1.86, -1.70, 3.31)  0.083
H (3.07, -0.61, 2.74)  0.089
H (2.80, -2.13, 1.85)  0.070
H (1.65, -0.79, -0.85)  0.090
H (0.23, 0.21, -0.73)  0.092
H (0.06, -1.41, -1.37)  0.082
H (-0.33, -1.75, 3.22)  0.104
H (-2.52, -1.32, 4.26)  0.123
H (-1.84, -0.42, -0.57)  0.114
H (-5.43, 2.45, -0.66)  0.118
H (-6.71, 4.11, 0.70)  0.105
H (-7.15, 3.74, 3.03)  0.085
H (-7.26, 0.93, 4.66)  0.095
H (-6.69, 2.52, 5.11)  0.082
H (-5.60, 1.09, 5.11)  0.075
C (8.02, -1.88, -0.27)  -0.013
C (6.67, -2.35, -0.74)  -0.326
C (5.57, -1.32, -0.65)  -0.076
O (4.40, -2.15, -0.53)  0.047
C (4.79, -3.32, 0.06)  -0.565
O (4.05, -4.15, 0.47)  0.156
O (6.14, -3.39, 0.10)  0.090
H (8.69, -2.73, -0.14)  0.090
H (8.46, -1.20, -1.00)  0.085
H (7.95, -1.37, 0.68)  0.091
H (6.74, -2.75, -1.76)  0.155
H (5.49, -0.68, -1.52)  0.122
H (5.64, -0.70, 0.25)  0.143
C (7.36, -2.35, -6.84)  -0.018
C (7.59, -1.13, -6.00)  -0.326
C (8.45, -1.34, -4.77)  -0.092
O (7.99, -0.30, -3.90)  0.050
C (6.70, -0.04, -4.23)  -0.564
O (5.96, 0.64, -3.60)  0.159
O (6.37, -0.66, -5.39)  0.091
H (6.54, -2.18, -7.54)  0.091
H (8.25, -2.61, -7.40)  0.092
H (7.08, -3.21, -6.23)  0.090
H (7.99, -0.31, -6.61)  0.160
H (9.52, -1.24, -4.96)  0.140
H (8.26, -2.31, -4.29)  0.134
C (-4.26, 8.57, 2.63)  -0.020
C (-5.45, 7.82, 2.10)  -0.328
C (-6.73, 8.62, 1.99)  -0.090
O (-7.73, 7.59, 2.10)  0.069
C (-7.19, 6.59, 2.83)  -0.556
O (-7.81, 5.66, 3.26)  0.147
O (-5.87, 6.78, 3.00)  0.087
H (-3.47, 7.88, 2.92)  0.090
H (-3.88, 9.26, 1.88)  0.091
H (-4.53, 9.14, 3.52)  0.089
H (-5.21, 7.35, 1.15)  0.159
H (-6.84, 9.15, 1.05)  0.140
H (-6.86, 9.32, 2.82)  0.139
C (1.14, -4.75, -0.91)  -0.021
C (-0.04, -4.76, -1.85)  -0.329
C (-1.35, -5.20, -1.25)  -0.089
O (-2.04, -5.72, -2.39)  0.063
C (-1.11, -6.14, -3.28)  -0.565
O (-1.34, -6.78, -4.25)  0.163
O (0.13, -5.74, -2.89)  0.082
H (2.07, -4.66, -1.47)  0.083
H (1.07, -3.91, -0.22)  0.073
H (1.19, -5.67, -0.33)  0.094
H (-0.14, -3.78, -2.34)  0.149
H (-1.91, -4.40, -0.79)  0.137
H (-1.22, -6.02, -0.53)  0.139

The value obtained for the maximum force is 0.0218 hartree/bohr. For the electronic energy, the calculation gives -2502.43043 a.u.